1.
One molecule with the formula C5H10N2O at a distorted geometry. Source: the Open Molecules 2025 dataset; level of theory: ωB97M-V/def2-TZVPD.

## Properties
DFT total energy in eV: -10367.98183
Multiplicity: 1
E_LUMO in hartree: 0.0293
SMILES: NC1(/C=N/O)CCC1
Energy above the lowest of the compared OMol25 structures with the same formula, charge and spin in kcal per mole: 168.9

Element x y z (Å)
1 H 1.314 -1.550 -1.008
2 H -0.746 -1.161 2.279
3 H -1.041 0.641 -1.447
4 H 0.967 1.010 2.648
5 C -0.367 -0.274 -1.212
6 H -0.093 1.918 0.084
7 N 0.989 -1.496 0.134
8 C 0.133 -0.349 0.064
9 N 0.101 -0.757 -2.266
10 H -0.573 -1.194 -4.003
11 H -0.144 2.168 2.382
12 C 0.659 1.146 0.346
13 C -0.853 -0.265 1.510
14 C 0.126 1.188 1.805
15 H -2.003 0.058 1.363
16 H 1.684 1.502 0.548
17 O -0.424 -0.324 -3.461
18 H 0.273 -2.261 0.233

Atoms 1-6, force components in eV/Å:
H -0.6938 -0.5064 4.0398
H -0.0579 1.9601 -1.8675
H 0.2336 -1.5620 0.5780
H -1.4354 -0.8170 -2.0726
C -4.7607 4.8937 -4.9844
H 1.0522 -0.4634 -1.7936

Atom charges from the natural (NBO) analysis, given in e for atoms 1 to 5: number 1, H, carries 0.3812; number 2, H, carries 0.2348; number 3, H, carries 0.1684; number 4, H, carries 0.1921; number 5, C, carries 0.0477

2.
A 2-piece molecular cluster, C5H10N2O overall. Source: the Open Molecules 2025 dataset; level of theory: ωB97M-V/def2-TZVPD.

## Properties
DFT total energy in eV: -10370.80758
Multiplicity: 1
E_LUMO in hartree: 0.0270
SMILES: C=C=C(O)CN.C=N
Energy above the lowest of the compared OMol25 structures with the same formula, charge and spin in kcal per mole: 103.7

Element x y z (Å)
1 H 0.898 2.354 0.687
2 O -0.523 -1.730 1.473
3 C -2.016 -0.301 -1.157
4 H 0.471 0.529 -2.074
5 N 0.094 1.887 1.092
6 H 0.662 -1.292 -1.948
7 H -0.055 -1.690 2.318
8 H -0.676 1.971 0.439
9 C 0.832 -0.316 -1.495
10 H -3.005 -0.191 -0.722
11 C 0.397 0.500 1.375
12 H -1.960 -0.306 -2.242
13 H 1.338 0.219 0.579
14 N 1.905 -0.093 -0.731
15 C -0.936 -0.411 -0.416
16 H 0.744 0.345 2.400
17 H 2.335 -0.981 -0.467
18 C -0.503 -0.495 0.888

Atoms 1-6, force components in eV/Å:
H -0.0445 -0.0434 -0.0114
O 0.0478 0.2363 -0.0857
C 0.0485 0.0329 -0.0102
H -0.0339 -0.0044 0.0298
N 0.0065 -0.0642 -0.0457
H -0.0139 0.0196 0.0743

Atom charges from the natural (NBO) analysis, given in e for atoms 1 to 5: number 1, H, carries 0.3690; number 2, O, carries -0.6502; number 3, C, carries -0.3988; number 4, H, carries 0.1786; number 5, N, carries -0.8157

3.
One molecule with the formula C5H10N2O at a distorted geometry. Source: the Open Molecules 2025 dataset; level of theory: ωB97M-V/def2-TZVPD.

## Properties
DFT total energy in eV: -10372.31146
Multiplicity: 1
E_LUMO in hartree: 0.0305
SMILES: [H]/N=C(\C=C)N(O)CC
Energy above the lowest of the compared OMol25 structures with the same formula, charge and spin in kcal per mole: 69.0

Element x y z (Å)
1 N -0.239 0.436 0.275
2 H 0.988 -0.752 3.298
3 H 0.696 -0.641 -2.650
4 C -0.249 -0.560 -0.640
5 C -0.273 0.016 1.728
6 C -0.034 -0.065 -2.094
7 H -1.473 1.466 -2.129
8 O 0.637 1.514 0.047
9 H -0.553 0.916 2.282
10 H -0.726 -2.342 -1.158
11 H 0.085 2.308 -0.015
12 C 1.048 -0.546 2.231
13 H 1.276 -1.472 1.709
14 H -1.067 -0.726 1.797
15 C -0.739 0.892 -2.673
16 H -0.625 1.134 -3.718
17 H 1.852 0.166 2.058
18 N -0.604 -1.742 -0.347

Atoms 1-6, force components in eV/Å:
N -0.2150 0.1831 2.6085
H -0.0192 -0.0100 0.0665
H -0.0122 -0.0101 -0.0895
C -0.1249 0.6439 -2.9779
C 0.0305 0.6486 -0.9214
C 0.0168 -0.7518 1.0323

Atom charges from the natural (NBO) analysis, given in e for atoms 1 to 5: number 1, N, carries -0.1588; number 2, H, carries 0.2135; number 3, H, carries 0.2096; number 4, C, carries 0.4004; number 5, C, carries -0.2282

4.
One molecule with the formula C5H10N2O at a distorted geometry. Source: the Open Molecules 2025 dataset; level of theory: ωB97M-V/def2-TZVPD.

## Properties
DFT total energy in eV: -10368.24859
Multiplicity: 1
E_LUMO in hartree: 0.0292
SMILES: C/C=C(\C=N/N)OC
Energy above the lowest of the compared OMol25 structures with the same formula, charge and spin in kcal per mole: 162.7

Element x y z (Å)
1 C -1.491 1.624 0.069
2 C 2.364 -0.853 -0.356
3 H 2.437 -1.775 0.471
4 C -0.216 -0.605 1.206
5 H -2.457 -2.174 -0.564
6 C 0.573 0.614 0.551
7 H 0.519 2.468 -0.621
8 H -1.697 2.670 0.184
9 H 1.737 -0.962 -1.294
10 N -1.082 -1.336 0.783
11 H -1.206 -1.195 -1.531
12 H -1.570 0.854 0.975
13 H -2.039 1.518 -0.835
14 O 2.039 0.463 0.423
15 H 3.519 -0.604 -0.949
16 C 0.024 1.602 -0.035
17 H 0.163 -0.988 2.096
18 N -1.617 -1.322 -0.574

Atoms 1-6, force components in eV/Å:
C 1.7600 -0.1636 2.1378
C 2.9323 1.4078 0.4795
H -0.3201 2.4289 -2.7135
C 4.7184 4.4365 -0.7406
H 3.6889 3.4733 -0.2576
C 3.9055 -4.5519 0.3761

Atom charges from the natural (NBO) analysis, given in e for atoms 1 to 5: number 1, C, carries -0.6520; number 2, C, carries -0.3075; number 3, H, carries 0.2162; number 4, C, carries -0.0179; number 5, H, carries 0.3840

Number 1: frontier orbital gap 10.346 eV. Number 2: frontier orbital gap 9.189 eV. Number 3: frontier orbital gap 9.756 eV. Number 4: frontier orbital gap 9.601 eV.